5
Properties=species:S:1:pos:R:3 method="wB97M-V/def2-TZVPD" total_charge=0 lumo_energy_ha="-0.0109 / -0.0109" e_above_lowest_kcal_mol=78.99
N -0.5336 -0.4974 0.2497
N -1.5214 -0.9431 0.6056
N 0.3119 0.3263 -0.1913
O 1.0012 0.2520 -1.2555
H 0.7418 0.8623 0.5915